15 unconnected molecules or ions with the total composition C24H15Cl56FN2O4S at a distorted geometry, computed with ωB97M-V/def2-TZVPD.

Calculated total energy in a.u.: -27602.57395
2S+1: 1
Max |F| in hartree/bohr: 0.0747
HOMO energy in eV: -8.22
Frontier orbital gap in eV: 8.215
LUMO in eV: -0.01

Each line ends with the Löwdin charge.
Atoms and positions in Å:
Cl 5.083 -0.423 0.653  0.601
Cl -6.442 3.417 5.688  0.490
Cl -8.809 1.578 10.183  0.506
Cl -4.692 -0.931 8.713  0.531
Cl -2.532 10.394 8.553  0.527
Cl -4.007 -6.178 3.614  0.531
Cl -5.132 -7.650 -3.231  0.540
Cl -3.972 7.725 -6.034  0.525
Cl -7.416 5.997 6.534  0.510
Cl -5.754 5.781 4.186  0.538
Cl 2.411 -11.409 -3.711  0.524
Cl 12.446 2.364 2.563  0.520
Cl -10.956 3.447 10.647  0.526
Cl 13.493 4.456 -2.738  0.519
Cl -1.384 2.382 3.309  0.557
Cl 5.317 -0.084 3.509  0.534
Cl 12.759 2.440 -0.820  0.485
Cl 6.938 -2.048 2.154  0.529
Cl -4.621 5.346 6.800  0.507
Cl -11.072 1.647 8.396  0.528
Cl -9.176 3.820 8.408  0.492
Cl -4.564 -4.868 -2.654  0.538
Cl -2.998 -6.953 -1.426  0.545
Cl 4.477 -6.033 -4.038  0.508
Cl -4.681 5.720 -4.090  0.511
Cl -2.832 1.267 8.909  0.532
Cl -4.545 8.455 7.831  0.497
Cl -6.173 5.931 -6.544  0.525
Cl -1.768 7.697 7.870  0.515
Cl 7.462 0.763 1.778  0.483
Cl 5.035 -5.590 -1.247  0.538
Cl 9.759 2.614 1.544  0.482
Cl 3.440 -9.366 -5.468  0.510
Cl -5.859 -4.254 2.525  0.516
Cl 11.278 2.689 -3.278  0.527
Cl -4.393 0.917 6.514  0.455
Cl -2.817 2.603 -3.618  0.499
Cl 7.013 -4.912 -3.232  0.535
Cl 1.817 -8.634 -3.195  0.515
Cl -5.722 -6.521 -0.633  0.518
Cl -3.300 -4.666 1.266  0.527
Cl -5.671 1.770 8.963  0.496
Cl -0.067 2.500 -2.772  0.646
Cl -1.059 4.842 -4.141  0.517
Cl -3.464 4.946 -6.601  0.498
Cl -3.217 2.244 1.085  0.550
Cl 10.647 4.303 3.708  0.537
Cl -4.167 1.798 3.769  0.478
Cl -3.449 -3.354 3.830  0.511
Cl 13.978 1.673 -3.325  0.525
Cl -3.155 8.221 10.344  0.525
Cl -2.469 -0.158 2.492  0.570
Cl 11.684 4.698 1.044  0.503
Cl 4.592 -3.347 -3.004  0.612
Cl -1.928 4.288 -1.450  0.516
Cl 4.492 -9.636 -2.795  0.516
S -0.571 -3.876 -2.376  0.577
F -1.021 -4.993 -3.373  -0.142
O 0.823 -4.031 -2.132  -0.231
O -0.677 -0.721 -0.987  0.131
O -1.350 -4.009 -1.186  -0.292
O -2.917 -0.593 -0.734  0.052
N 2.458 -0.328 -3.600  -0.089
N -0.845 -2.441 -3.105  -0.189
C 3.299 -0.609 -2.576  -0.135
C 12.877 2.810 -2.539  -2.050
C -0.454 -1.106 -5.154  -0.157
C -1.785 -0.998 -1.366  -0.497
C -2.082 -1.818 -2.614  -0.103
C -10.004 2.622 9.409  -2.054
C 2.132 1.001 -3.591  -0.192
C -6.056 5.134 5.800  -2.032
C -4.602 -6.509 -1.995  -2.050
C -1.462 3.564 -2.993  -2.008
C -0.755 -2.495 -4.587  -0.186
C -4.571 6.078 -5.814  -2.055
C 5.285 -4.974 -2.880  -2.023
C -2.810 1.575 2.661  -2.003
C -4.150 -4.614 2.806  -2.050
C -4.400 0.756 8.275  -2.034
C 1.017 -0.921 -5.561  -0.158
C 2.790 1.560 -2.523  -0.138
C 11.135 3.499 2.214  -2.045
C 2.026 -1.384 -4.514  -0.133
C -3.002 8.695 8.650  -2.060
C 3.527 0.545 -1.877  -0.114
C 3.040 -9.760 -3.790  -2.067
C 6.198 -0.450 2.025  -2.026
H 4.150 0.643 -1.002  -0.018
H 2.910 -1.772 -5.027  0.117
H 1.496 1.430 -4.335  0.060
H -1.067 -0.987 -6.050  0.116
H -2.845 -2.540 -2.327  0.094
H 1.178 -1.434 -6.510  0.117
H 1.656 -2.208 -3.904  0.094
H 3.706 -1.588 -2.364  -0.010
H -0.761 -0.319 -4.463  0.099
H 2.723 2.592 -2.222  0.083
H -2.788 -0.729 0.219  0.023
H -2.508 -1.144 -3.357  0.139
H 1.167 0.134 -5.785  0.100
H 0.061 -3.174 -4.835  0.119
H -1.671 -2.915 -5.008  0.126

A molecular structure, C24H16AsCl3OPdSSbSe4 at a distorted geometry, computed with ωB97M-V/def2-TZVPD.

Calculated total energy in a.u.: -14987.77848
2S+1: 3
Max |F| in hartree/bohr: 0.1574
Charge: -1
HOMO energy (alpha / beta) in eV: -4.63 / -4.55
Frontier orbital gap (alpha / beta) in eV: 5.133 / 4.676
Expectation value of S²: 2.025
LUMO (alpha / beta) in eV: 0.50 / 0.12

Each line ends with the Löwdin spin population.
Atoms and positions in Å:
Sb -0.981 1.043 4.195  0.019
Pd 0.211 -0.299 0.196  0.225
Se -0.121 0.240 2.115  0.270
Se 0.487 2.096 5.809  0.042
Se -2.814 2.659 3.888  0.789
Se -2.237 -0.499 5.598  0.263
As 1.889 -1.679 1.035  0.156
Cl 1.231 -1.726 -4.498  0.000
Cl -1.943 -1.222 -0.174  0.003
Cl -3.901 -3.387 -4.669  0.000
S 1.543 1.496 0.155  0.077
O 0.556 -0.919 -1.748  0.018
C 2.945 -4.750 -1.569  0.000
C 4.656 -1.068 0.409  0.003
C -0.310 -1.907 -3.721  0.001
C 1.010 -2.860 4.907  0.004
C 4.171 1.523 -0.472  0.004
C 3.919 -5.300 0.559  0.002
C -1.701 -1.712 -1.809  0.000
C 3.297 -4.203 1.134  0.013
C -2.584 -2.661 -3.796  0.000
C 1.165 -2.824 3.534  0.004
C 5.670 -0.338 -0.184  0.001
C -1.362 -2.462 -4.418  0.000
C 1.781 -2.020 5.701  0.003
C -0.430 -1.469 -2.379  0.001
C 5.425 0.958 -0.616  0.001
C -2.762 -2.298 -2.475  0.000
C 3.131 0.760 0.058  0.006
C 2.894 -1.151 3.757  0.003
C 2.733 -1.189 5.134  0.001
C 3.749 -5.571 -0.792  0.004
C 2.513 -3.362 0.350  0.046
C 2.112 -1.973 2.957  0.022
C 2.331 -3.645 -0.997  0.006
C 3.373 -0.540 0.525  0.009
H 4.854 -2.068 0.778  0.001
H 6.214 1.537 -1.080  0.000
H 4.248 -6.422 -1.238  0.000
H 3.977 2.540 -0.785  0.001
H 1.580 -1.963 6.763  0.000
H 1.727 -3.000 -1.625  0.000
H 0.512 -3.396 2.878  0.000
H 4.553 -5.932 1.169  0.000
H 2.807 -4.955 -2.622  0.000
H 3.571 -0.445 3.289  0.000
H -3.701 -2.456 -1.965  0.000
H 6.647 -0.786 -0.315  0.000
H 0.238 -3.471 5.354  0.001
H -1.220 -2.742 -5.452  0.000
H 3.290 -0.509 5.762  0.000
H 3.430 -3.985 2.187  0.001

A molecular structure, C24H16AuCl2F6N3O6S4 at a distorted geometry, computed with ωB97M-V/def2-TZVPD.

Calculated total energy in a.u.: -4787.43648
2S+1: 3
Max |F| in hartree/bohr: 0.0352
HOMO energy (alpha / beta) in eV: -8.25 / -8.12
Frontier orbital gap (alpha / beta) in eV: 5.491 / 5.273
Expectation value of S²: 2.071
LUMO (alpha / beta) in eV: -2.75 / -2.84
Energy relative to the best compared isomer or geometry (same formula, charge and spin) in kcal per mole: 255.0

Each line ends with the Löwdin spin population.
Atoms and positions in Å:
Au 0.012 -0.396 0.202  0.439
Cl -1.328 -3.318 1.243  0.143
Cl -3.926 -1.803 -1.972  0.005
S 0.251 -4.840 -1.203  0.004
S 1.564 -3.160 -2.895  0.000
S -2.123 0.402 -0.012  0.054
S 1.036 2.154 -1.452  0.008
F -0.071 -1.146 -2.594  0.004
F -2.065 -6.029 2.011  0.063
F 0.164 -1.803 -4.642  0.000
F -2.831 -4.550 3.411  0.068
F -3.747 -4.769 1.454  0.060
F 1.772 -0.726 -3.665  0.000
O 1.291 -5.821 -1.105  0.002
O 2.301 -3.734 -3.964  0.000
O 0.214 1.357 -2.318  0.000
O -0.382 -3.271 2.404  0.026
O 2.275 2.691 -1.943  0.022
O 2.211 -2.809 -1.660  0.000
N 1.843 -1.306 0.485  0.037
N 1.324 1.290 -0.077  0.228
N 0.197 -3.993 -2.471  -0.001
C 3.284 -3.105 1.056  0.003
C 2.630 0.956 0.320  0.018
C -2.386 6.695 0.599  0.000
C 4.140 -0.850 1.052  0.000
C -1.313 3.508 -1.169  0.000
C 0.624 4.518 -0.148  0.000
C -4.200 -1.402 -0.336  0.016
C -0.164 5.551 0.317  0.000
C -5.353 -1.397 0.333  0.002
C 0.040 3.494 -0.885  0.001
C -1.537 5.579 0.059  0.000
C 5.184 0.091 1.184  -0.002
C 4.945 1.399 0.873  0.002
C -2.114 -2.156 0.737  0.338
C 4.318 -2.238 1.266  -0.002
C 0.786 -1.591 -3.493  0.000
C -5.079 -1.013 1.728  0.026
C 2.039 -2.590 0.662  0.008
C -3.059 -1.042 0.589  0.057
C 2.868 -0.411 0.641  0.002
C -2.094 4.553 -0.693  0.000
C -2.620 -4.836 2.146  0.340
C 3.681 1.834 0.431  0.004
C -3.772 -0.796 1.900  0.020
H -5.843 -0.901 2.484  0.002
H 3.541 2.869 0.164  0.000
H 3.393 -4.170 1.193  0.000
H 5.740 2.128 0.957  0.000
H 1.193 -3.247 0.494  0.003
H -3.155 4.563 -0.910  0.000
H 5.288 -2.598 1.584  0.000
H -6.323 -1.638 -0.075  0.000
H -3.399 6.650 0.202  0.000
H 1.688 4.510 0.045  0.000
H -1.963 7.668 0.346  0.000
H -1.743 2.713 -1.764  0.000
H -2.449 6.639 1.688  0.000
H 6.157 -0.242 1.520  0.000
H 0.287 6.355 0.886  0.000
H -3.243 -0.470 2.780  -0.001